# C12H9ClNPS2

A structure of composition C12H9ClNPS2 at a distorted geometry (the ωB97M-V functional and the def2-TZVPD basis, OMol25).

Computed properties:
Electronic energy = -57561.8440 eV

Last column: Mulliken charge in e.
Positions of all 26 atoms, in Å:
1 S 0.110 -1.497 2.723  -0.419
2 Cl -0.025 5.693 1.922  -0.207
3 S -1.860 -0.130 0.629  -0.258
4 C 1.058 -3.728 -2.463  -0.539
5 C 1.905 -2.685 -2.137  -0.341
6 C -0.065 -3.867 -1.667  -0.282
7 C -1.815 3.800 1.110  -0.465
8 C -2.263 2.469 0.754  -0.934
9 C 0.446 3.143 1.173  -0.625
10 C 1.696 -1.788 -1.061  -0.542
11 C -0.310 -3.017 -0.540  -0.529
12 C -0.522 4.114 1.328  0.103
13 C -1.328 1.519 0.704  1.004
14 C 0.067 1.845 0.869  -0.071
15 C 0.504 -1.903 -0.347  0.504
16 N 0.955 0.778 0.864  -0.326
17 P 0.061 -0.610 0.947  0.579
18 H 1.150 -4.183 -3.460  0.324
19 H 2.684 -2.597 -2.800  0.407
20 H -0.813 -4.564 -2.035  0.331
21 H -2.486 4.643 1.047  0.357
22 H -3.264 2.235 0.720  0.476
23 H 1.446 3.336 1.346  0.498
24 H 2.313 -0.868 -1.055  0.315
25 H -1.300 -2.995 -0.157  0.315
26 H 1.656 0.856 1.587  0.324


# CH4N3

The ion CH4N3 with charge +1 at a distorted geometry (the ωB97M-V functional and the def2-TZVPD basis, OMol25).

Computed properties:
Electronic energy = -5561.9810 eV
Net charge = +1
SMILES = [H]/N=N/C=[NH2+]
Relative energy (zero: lowest compared OMol25 entry of this formula, charge and spin) = 67.0 kcal per mole

Last column: Mulliken charge in e.
Positions of all 8 atoms, in Å:
1 H 2.799 0.133 -0.499  0.301
2 N 2.089 0.151 0.149  -0.268
3 N 0.984 -0.023 -0.234  0.245
4 C -0.262 -0.380 0.228  0.185
5 N -1.375 0.311 0.069  -0.282
6 H -0.445 -1.519 0.365  0.292
7 H -2.251 0.016 -0.276  0.251
8 H -1.539 1.310 0.198  0.275